Record 1
This record from the Open Molecules 2025 dataset describes a molecular structure, C57H52FGeInN2OP3S. The level of theory is ωB97M-V with the def2-TZVPD basis set.

The value obtained for the LUMO energy is -9.74 eV. For the energy above the lowest of the compared OMol25 structures with the same formula, charge and spin, the calculation gives 0.0 kcal/mol. The spin multiplicity is 1. The value obtained for the total energy is -168065.6992 eV. As for the net charge: +3. The frontier orbital gap is 5.178 eV.

Atoms and positions in Å:
In1 -0.493 -0.232 -0.299
F1 2.779 2.443 2.275
Ge1 1.268 1.608 1.823
C1 0.511 1.069 3.498
C2 1.035 1.757 4.610
C3 0.526 1.560 5.884
C4 -0.396 0.536 6.093
C5 -0.814 -0.226 5.007
C6 -0.388 0.047 3.735
P1 -1.227 -0.841 2.401
C7 -1.256 -2.548 2.905
C8 -2.265 -3.378 2.383
C9 -2.484 -4.670 2.931
C10 -1.622 -5.113 3.937
C11 -0.505 -4.339 4.316
C12 -0.260 -3.094 3.762
C13 -2.872 -0.231 2.611
C14 -3.919 -0.935 3.265
C15 -5.201 -0.375 3.256
C16 -5.482 0.843 2.657
C17 -4.409 1.595 2.145
C18 -3.115 1.096 2.204
C19 0.361 3.320 1.151
C20 0.660 4.360 2.044
C21 0.051 5.628 1.934
C22 -0.859 5.930 0.939
C23 -1.173 4.949 0.045
C24 -0.507 3.684 0.073
P2 -0.738 2.617 -1.348
C25 0.455 3.218 -2.533
C26 0.565 2.525 -3.729
C27 1.352 3.080 -4.773
C28 2.095 4.263 -4.537
C29 1.981 4.891 -3.285
C30 1.216 4.335 -2.268
C31 -2.323 3.016 -2.065
C32 -3.444 2.840 -1.182
C33 -4.746 3.022 -1.659
C34 -4.950 3.344 -2.992
C35 -3.871 3.513 -3.860
C36 -2.559 3.347 -3.424
C37 2.301 -0.059 1.423
C38 2.860 -0.622 2.605
C39 4.014 -1.407 2.602
C40 4.634 -1.723 1.378
C41 4.105 -1.214 0.193
C42 2.926 -0.510 0.235
P3 2.220 -0.090 -1.385
C43 3.616 0.858 -2.017
C44 4.122 1.899 -1.207
C45 5.109 2.729 -1.722
C46 5.683 2.562 -2.970
C47 5.213 1.502 -3.746
C48 4.201 0.658 -3.255
C49 2.221 -1.677 -2.323
C50 1.880 -1.644 -3.681
C51 1.969 -2.808 -4.452
C52 2.378 -4.007 -3.923
C53 2.718 -4.056 -2.577
C54 2.552 -2.936 -1.753
H1 1.928 2.384 4.487
H2 0.867 2.208 6.690
H3 -0.781 0.309 7.061
H4 -1.520 -1.048 5.167
H5 -2.984 -3.003 1.654
H6 -3.226 -5.343 2.502
H7 -1.787 -6.066 4.428
H8 0.198 -4.623 5.094
H9 0.618 -2.509 3.990
H10 -3.826 -1.940 3.701
H11 -5.975 -0.928 3.759
H12 -6.477 1.251 2.672
H13 -4.537 2.618 1.711
H14 -2.289 1.790 1.964
H15 1.467 4.268 2.765
H16 0.297 6.382 2.705
H17 -1.379 6.842 0.948
H18 -1.864 5.152 -0.792
H19 0.025 1.603 -3.894
H20 1.535 2.576 -5.694
H21 2.786 4.573 -5.333
H22 2.436 5.874 -3.099
H23 1.332 4.721 -1.239
H24 -3.202 2.528 -0.127
H25 -5.605 2.942 -0.987
H26 -5.941 3.428 -3.404
H27 -4.073 3.833 -4.888
H28 -1.796 3.499 -4.185
H29 2.372 -0.454 3.551
H30 4.414 -1.849 3.515
H31 5.512 -2.355 1.367
H32 4.566 -1.408 -0.790
H33 3.817 2.067 -0.198
H34 5.427 3.572 -1.135
H35 6.500 3.187 -3.333
H36 5.696 1.325 -4.694
H37 3.901 -0.249 -3.809
H38 1.559 -0.779 -4.200
H39 1.732 -2.685 -5.482
H40 2.477 -4.883 -4.568
H41 3.201 -4.954 -2.132
H42 2.697 -3.065 -0.678
O1 -3.051 -0.117 -0.631
H43 -2.987 -0.930 -1.206
H44 -3.550 -0.483 0.108
C55 0.009 -5.865 -0.348
N1 -0.386 -4.486 -0.703
C56 -1.317 -4.097 -1.571
S1 -1.326 -2.448 -2.076
N2 -2.201 -4.975 -2.089
C57 -2.598 -6.328 -1.600
H45 0.921 -5.828 0.267
H46 0.157 -6.491 -1.265
H47 -0.770 -6.310 0.287
H48 0.261 -3.761 -0.322
H49 -2.827 -4.616 -2.778
H50 -1.729 -6.982 -1.660
H51 -3.358 -6.727 -2.258
H52 -3.050 -6.253 -0.583

---

Record 2
This record from the Open Molecules 2025 dataset describes a single C19H25N3O2 molecule. The level of theory is ωB97M-V with the def2-TZVPD basis set.

The value obtained for the LUMO energy is 0.52 eV. For the energy above the lowest of the compared OMol25 structures with the same formula, charge and spin, the calculation gives 0.0 kcal/mol. The spin multiplicity is 1. The value obtained for the total energy is -28675.7704 eV. As for the net charge: 0. The frontier orbital gap is 8.451 eV.

Atoms and positions in Å:
C1 -4.554 -1.676 -0.642
C2 -3.056 -1.432 -0.786
C3 -2.285 -1.212 0.534
C4 -2.450 -2.408 1.476
C5 -2.777 0.036 1.284
C6 -2.480 1.306 0.554
C7 -3.357 2.378 0.533
C8 -3.012 3.557 -0.107
C9 -1.778 3.676 -0.726
C10 -0.896 2.612 -0.714
C11 -1.242 1.424 -0.080
C12 -0.353 0.264 -0.112
N1 0.933 0.517 -0.448
C13 1.755 -0.483 -0.570
N2 3.041 -0.231 -0.917
C14 3.544 1.123 -0.925
C15 3.686 1.731 0.475
C16 4.522 0.854 1.405
O1 5.745 0.530 0.772
N3 1.364 -1.782 -0.435
C17 2.279 -2.872 -0.699
C18 0.026 -2.123 -0.119
O2 -0.282 -3.305 -0.118
C19 -0.830 -0.999 0.146
H1 -4.752 -2.556 -0.036
H2 -5.054 -0.820 -0.196
H3 -4.988 -1.840 -1.627
H4 -2.899 -0.556 -1.422
H5 -2.606 -2.293 -1.286
H6 -3.461 -2.434 1.877
H7 -1.755 -2.325 2.311
H8 -2.247 -3.339 0.958
H9 -3.844 -0.047 1.490
H10 -2.261 0.074 2.251
H11 -4.318 2.291 1.022
H12 -3.707 4.384 -0.121
H13 -1.508 4.597 -1.220
H14 0.067 2.679 -1.196
H15 3.727 -0.944 -0.731
H16 2.850 1.732 -1.506
H17 4.518 1.104 -1.414
H18 4.163 2.706 0.375
H19 2.696 1.863 0.912
H20 3.968 -0.067 1.648
H21 4.701 1.394 2.343
H22 6.343 0.142 1.417
H23 3.078 -2.904 0.046
H24 1.692 -3.789 -0.629
H25 2.704 -2.786 -1.700

---

Record 3
This record from the Open Molecules 2025 dataset describes a gas-phase ion, CH5N4 (charge +1). The level of theory is ωB97M-V with the def2-TZVPD basis set.

The value obtained for the LUMO energy (alpha / beta) is -5.30 / -5.29 eV. For the energy above the lowest of the compared OMol25 structures with the same formula, charge and spin, the calculation gives 85.8 kcal/mol. The spin multiplicity is 1. The value obtained for the total energy is -7066.1161 eV. As for the net charge: +1. The frontier orbital gap (alpha / beta) is 8.590 / 8.606 eV.

Atoms and positions in Å:
C1 -0.119 -0.407 -0.450
N1 0.740 -0.586 1.832
N2 -0.134 -0.711 0.905
N3 -0.953 0.548 -1.050
N4 0.448 0.840 -0.941
H1 0.539 -1.141 2.658
H2 -0.962 -1.318 1.059
H3 -1.308 0.354 -1.986
H4 0.677 1.587 -0.271
H5 1.070 0.835 -1.756

---

Look up the energy above the lowest of the compared OMol25 structures with the same formula, charge and spin of the third one.
85.8 kcal/mol

---

Please write out number 2 again, unchanged.
This record from the Open Molecules 2025 dataset describes a single C19H25N3O2 molecule. The level of theory is ωB97M-V with the def2-TZVPD basis set.

The value obtained for the LUMO energy is 0.52 eV. For the energy above the lowest of the compared OMol25 structures with the same formula, charge and spin, the calculation gives 0.0 kcal/mol. The spin multiplicity is 1. The value obtained for the total energy is -28675.7704 eV. As for the net charge: 0. The frontier orbital gap is 8.451 eV.

Atoms and positions in Å:
C1 -4.554 -1.676 -0.642
C2 -3.056 -1.432 -0.786
C3 -2.285 -1.212 0.534
C4 -2.450 -2.408 1.476
C5 -2.777 0.036 1.284
C6 -2.480 1.306 0.554
C7 -3.357 2.378 0.533
C8 -3.012 3.557 -0.107
C9 -1.778 3.676 -0.726
C10 -0.896 2.612 -0.714
C11 -1.242 1.424 -0.080
C12 -0.353 0.264 -0.112
N1 0.933 0.517 -0.448
C13 1.755 -0.483 -0.570
N2 3.041 -0.231 -0.917
C14 3.544 1.123 -0.925
C15 3.686 1.731 0.475
C16 4.522 0.854 1.405
O1 5.745 0.530 0.772
N3 1.364 -1.782 -0.435
C17 2.279 -2.872 -0.699
C18 0.026 -2.123 -0.119
O2 -0.282 -3.305 -0.118
C19 -0.830 -0.999 0.146
H1 -4.752 -2.556 -0.036
H2 -5.054 -0.820 -0.196
H3 -4.988 -1.840 -1.627
H4 -2.899 -0.556 -1.422
H5 -2.606 -2.293 -1.286
H6 -3.461 -2.434 1.877
H7 -1.755 -2.325 2.311
H8 -2.247 -3.339 0.958
H9 -3.844 -0.047 1.490
H10 -2.261 0.074 2.251
H11 -4.318 2.291 1.022
H12 -3.707 4.384 -0.121
H13 -1.508 4.597 -1.220
H14 0.067 2.679 -1.196
H15 3.727 -0.944 -0.731
H16 2.850 1.732 -1.506
H17 4.518 1.104 -1.414
H18 4.163 2.706 0.375
H19 2.696 1.863 0.912
H20 3.968 -0.067 1.648
H21 4.701 1.394 2.343
H22 6.343 0.142 1.417
H23 3.078 -2.904 0.046
H24 1.692 -3.789 -0.629
H25 2.704 -2.786 -1.700

---

What is the formula in the second record?
C19H25N3O2